{"formula": "C41H33AsBrN6O7Ti", "method": "ωB97M-V with the def2-TZVPD basis set", "symbols": ["O", "C", "O", "C", "C", "C", "C", "C", "C", "H", "H", "N", "H", "H", "C", "H", "H", "H", "C", "C", "Br", "H", "C", "O", "H", "N", "N", "H", "C", "H", "C", "As", "C", "C", "C", "O", "H", "H", "H", "H", "H", "C", "H", "C", "C", "Ti", "C", "H", "H", "C", "H", "C", "C", "C", "N", "C", "H", "C", "C", "C", "H", "C", "H", "N", "O", "H", "C", "C", "O", "C", "C", "H", "N", "C", "H", "C", "C", "H", "H", "H", "C", "C", "C", "H", "H", "H", "C", "O", "C", "H"], "coordinates": [[1.0392, -2.0723, 2.2550], [4.1124, -1.4278, -1.4942], [0.6395, -1.9560, -2.1631], [-0.5969, 2.2567, 7.7844], [1.1308, 4.3767, 1.8284], [-4.7344, 1.4763, 1.5740], [-1.2218, 2.8949, 1.7897], [1.2925, 2.0917, -6.3261], [-0.9468, 1.7172, -3.0046], [-0.3448, -0.3723, -4.6764], [1.5812, 1.4064, 5.3400], [2.5290, -3.3996, 1.1076], [-3.7633, 3.1276, 0.6141], [3.3380, -0.7172, -1.1879], [-1.7258, 0.8082, -2.2458], [3.2393, 1.8872, -7.2179], [1.1555, 3.1214, -6.6353], [1.6227, 2.1978, -0.8163], [-2.9497, 0.2466, -2.6630], [0.2198, 2.2076, -2.4790], [4.1704, -0.8607, -6.6738], [2.7627, -5.2369, -2.3580], [0.6368, 1.5704, 5.8413], [-0.9722, -4.0459, 2.7357], [-0.6140, 2.6419, 8.7964], [-1.8577, -0.5415, -0.2262], [-1.2560, -3.0728, 2.1293], [-3.3041, -0.6594, 3.7747], [1.5224, -2.5135, 1.1572], [-5.4856, -0.1667, 2.7424], [3.5131, -2.6377, -2.2082], [-0.4321, 0.7216, 3.3446], [-3.6466, 2.2880, 1.2905], [-0.5606, 1.2903, 5.1916], [0.6966, 1.7996, -1.2149], [3.9767, -4.6385, -0.0913], [1.5249, -4.2349, -3.1282], [-2.7329, 2.0985, 7.6458], [1.5462, 2.2893, 7.6437], [3.0580, -2.3273, -3.1437], [4.7998, -0.9011, -2.1562], [0.3079, 1.4810, -5.5668], [0.0938, 5.7560, 0.5498], [0.8177, -5.3658, -1.4271], [-2.4196, 2.0391, 1.8958], [-0.4972, -1.1094, 1.2681], [-1.7745, 1.4686, 5.8364], [4.6768, -1.7277, -0.6068], [0.7858, 2.9312, -3.0515], [-2.9931, -1.0631, -0.6597], [2.9367, -3.7360, 1.9694], [-0.0047, 0.8747, -0.5110], [-1.2187, 0.3834, -1.0183], [-0.1213, 2.4567, 2.5233], [-0.8900, 2.2557, -5.3103], [1.5868, -0.5549, -5.5483], [-3.4617, -1.8033, -0.0265], [0.0344, 4.8244, 1.0990], [1.0552, 3.1849, 2.5390], [-1.1403, 4.0870, 1.0776], [2.0442, 4.9587, 1.8455], [-2.2839, 0.9363, 2.7500], [-3.3802, 0.5536, -3.6085], [0.9290, -2.0149, 0.0814], [-1.5908, -1.9188, 2.6731], [-1.9917, 4.4480, 0.5115], [2.4198, -3.3618, -1.3961], [2.5966, 0.0896, -6.2469], [-1.2524, -2.9688, 0.8434], [1.9049, -4.5917, -2.1714], [2.4568, 1.4057, -6.6467], [0.4447, -6.1842, -2.0416], [-1.5118, 2.2116, -4.2300], [-4.6177, 0.4269, 2.4829], [1.6841, -1.5953, -5.2796], [-3.5773, -0.6793, -1.8676], [-3.3909, 0.1521, 3.0675], [-0.0321, -4.7251, -1.1775], [-4.5135, -1.1285, -2.1674], [-2.7053, 1.2477, 5.3338], [0.4470, 0.1442, -5.2001], [0.6167, 2.0629, 7.1367], [1.2497, -2.3919, -1.2155], [-5.6914, 1.6805, 1.1088], [4.2924, -3.3664, -2.4307], [1.9098, 2.8399, 3.1077], [3.0590, -3.8677, -0.1082], [0.3331, 0.3679, 0.7003], [-1.7869, 1.9552, 7.1381], [1.2014, -5.8027, -0.5008]], "forces_ev_per_angstrom": [[0.2152, -0.2734, -0.3941], [-0.0365, -0.0723, 0.0065], [-0.0300, -0.0201, 0.1074], [-0.0039, 0.0089, 0.0029], [-0.0022, 0.0092, 0.0043], [-0.0124, -0.0293, 0.0053], [-0.1542, 0.0124, -0.0666], [0.1649, 0.1856, 0.0016], [0.1236, -0.2164, -0.4476], [-0.0285, 0.0109, 0.1088], [0.0966, -0.0020, -0.0023], [0.0250, 0.0442, 0.0042], [-0.0044, -0.0473, 0.0466], [0.0314, -0.0006, -0.0261], [-0.1806, -0.1810, -0.1328], [-0.0322, -0.0001, 0.0319], [0.0052, -0.0670, -0.0442], [-0.0696, 0.0093, -0.0310], [0.0221, 0.0453, -0.0053], [0.0332, 0.1192, -0.1806], [0.0260, -0.0119, -0.0047], [0.0205, 0.0027, -0.0585], [-0.0852, -0.0109, 0.1093], [-0.3540, 0.4430, -0.1690], [0.0028, -0.0266, -0.0384], [0.3121, 0.2681, -0.6715], [-1.3073, -1.0719, 0.2915], [-0.0018, -0.0744, 0.0078], [0.3499, 0.1384, -0.1635], [0.0305, 0.0124, -0.0205], [0.1037, 0.1060, 0.1483], [-0.7823, 1.0235, 0.1872], [-0.0539, 0.0294, -0.0856], [0.2160, -0.3501, 0.0871], [0.2892, 0.1608, -0.0798], [-0.0271, 0.0307, 0.0062], [0.0350, 0.0216, -0.0254], [0.0385, 0.0051, -0.0187], [-0.0263, -0.0029, -0.0205], [-0.0648, 0.0011, -0.1669], [-0.0158, -0.0158, 0.0341], [-0.1118, 0.2794, 0.4559], [0.0029, -0.0374, 0.0237], [0.0864, 0.0607, -0.0009], [0.0696, 0.0692, 0.0486], [1.0605, 0.7502, -0.1456], [0.0085, 0.0589, 0.1037], [-0.0307, 0.0331, -0.0249], [0.0370, -0.0202, 0.0187], [0.0128, 0.0584, 0.2109], [0.0399, -0.0189, 0.0339], [-0.1548, -0.0995, 0.1157], [-0.3330, -0.1266, 0.1600], [0.3107, -0.2173, -0.0741], [-0.4317, -0.7685, 0.4472], [-0.0080, 0.0420, 0.0048], [0.0103, -0.0597, 0.0275], [-0.0188, -0.0392, -0.0166], [0.0581, 0.0151, 0.0012], [-0.0125, 0.0522, -0.0356], [-0.0372, -0.0155, 0.0132], [0.0139, -0.0431, -0.0397], [0.0004, -0.0073, 0.0220], [0.3698, -0.4519, -0.4377], [-0.0724, -1.2900, 0.5770], [0.0474, -0.0069, 0.0317], [-0.0185, 0.0219, 0.0342], [-0.0195, -0.0890, 0.0270], [-0.0329, -0.6259, 0.9386], [-0.1207, -0.0907, 0.1003], [-0.0725, 0.1793, -0.0528], [0.0081, 0.0093, 0.0180], [0.7118, 0.5149, -0.3906], [-0.0163, 0.0513, -0.0345], [0.0168, -0.0700, 0.0296], [-0.0831, 0.0397, -0.1136], [0.0493, 0.0456, -0.1116], [-0.0098, -0.0230, -0.0118], [0.0147, 0.0105, 0.0258], [-0.0241, 0.0226, 0.0201], [-0.2246, 0.0722, 0.0539], [0.0106, 0.0110, 0.0316], [0.0134, 0.0449, 0.1806], [0.0388, -0.0051, 0.0190], [-0.0048, -0.0162, -0.0319], [0.0308, 0.0090, -0.0196], [0.0106, -0.0417, -0.0279], [-0.0189, 1.4943, -0.5115], [-0.0179, -0.0114, -0.0028], [-0.0262, 0.0153, -0.0285]], "mulliken_charge": [-0.5765, -1.0169, -0.5580, -0.5075, -0.8585, -0.9629, 0.5904, -0.3393, 0.4177, 0.3446, 0.4106, 0.1586, 0.4341, 0.0502, 0.7699, 0.4297, 0.4449, 0.6358, -0.9254, -0.5274, -0.1567, 0.5481, -0.3605, -0.5893, 0.3905, 1.0072, 1.3238, 0.6082, 0.3781, 0.4676, -1.3677, 1.1182, -0.3712, 0.6451, -0.6842, -0.5675, 0.3600, 0.4107, 0.3979, 0.3890, 0.5062, 0.0157, 0.4410, -1.0580, 0.4008, -1.1071, -0.2024, 0.3097, 0.5965, -0.5434, 0.3499, 0.6717, 0.3686, 0.3702, -0.5766, -0.4102, 0.5303, -0.8915, -0.6141, -0.6054, 0.4287, -0.1893, 0.6195, 1.7848, -0.5712, 0.4158, 2.8158, -0.0145, -0.5736, -1.3884, -0.4743, 0.5236, -0.3019, -0.9070, 0.6192, -1.4983, -0.0017, 0.1327, 0.5193, 0.3131, -0.0590, -0.8447, -1.1240, 0.4482, 0.5211, 0.3962, -0.4346, -0.5193, -0.8211, 0.2717], "e_tot_ev": -220316.762, "charge": 1, "homo_ev": -10.6, "homo_lumo_gap_ev": 6.18, "e_above_lowest_kj_mol": 100.1}